1.
# C7H6Cl4

A 2-piece molecular cluster, C7H6Cl4 overall (wB97M-V/def2-TZVPD, OMol25).

Last column: Löwdin charge in e.
Cartesian coordinates (Å):
C1 0.138 -0.736 -1.854  -0.064
H1 0.605 -0.865 -2.815  0.104
Cl1 -0.928 -4.064 0.346  0.583
H2 -0.948 0.699 2.127  0.056
C2 -1.287 -0.888 -0.058  -0.633
Cl2 -2.775 -0.043 0.193  0.681
Cl3 -2.461 -2.618 2.332  0.561
C3 -0.001 0.757 1.599  -0.065
Cl4 -3.541 -2.994 -0.312  0.597
C4 0.654 0.156 -0.827  -0.046
H3 1.510 0.790 -0.970  0.112
H4 0.285 1.801 1.501  0.083
H5 0.748 0.248 2.206  0.086
C5 -0.103 0.106 0.275  -0.287
C6 -2.121 -2.851 0.649  -1.651
C7 -0.994 -1.318 -1.431  -0.197
H6 -1.612 -1.997 -1.983  0.079

Properties
Orbital gap (spin up / spin down): 7.711 / 7.711 eV
ΔE to the lowest compared entry with this formula, charge and spin: 2.342 eV

2.
# CH2N2O4

A 2-piece molecular cluster, CH2N2O4 overall (wB97M-V/def2-TZVPD, OMol25).

Last column: Löwdin charge in e.
Cartesian coordinates (Å):
O1 -2.252 -0.900 0.942  0.224
O2 1.387 -1.315 0.356  -0.040
H1 2.252 0.453 0.644  0.057
H2 0.036 1.217 -0.604  0.157
N1 0.555 -0.647 -0.232  -0.112
O3 -2.307 -0.136 -1.203  0.205
C1 -2.218 -0.547 -0.141  -0.494
N2 0.754 0.608 -0.236  -0.050
O4 1.794 1.266 0.474  0.053

Properties
SMILES: O=C=O.O=NNO
Orbital gap: 10.771 eV
ΔE to the lowest compared entry with this formula, charge and spin: 0.258 eV

3.
# C4H11OS2

C4H11OS2 as an isolated structure (wB97M-V/def2-TZVPD, OMol25).

Last column: Löwdin charge in e.
Cartesian coordinates (Å):
H1 3.184 0.415 1.478  0.059
H2 1.204 1.466 0.017  0.085
H3 2.508 -1.200 1.115  0.046
H4 -2.112 -0.287 -1.207  -0.004
C1 2.274 -0.135 1.125  -0.203
S1 1.185 0.078 -2.980  0.170
C2 1.733 0.490 -0.198  -0.639
H5 2.583 0.683 -0.809  0.005
H6 -3.581 -0.578 -0.194  0.061
O1 -0.448 0.165 0.791  -0.515
S2 0.582 -0.674 -0.959  0.533
H7 1.560 -0.015 1.939  0.040
C3 -1.715 -0.462 0.917  -0.455
H8 -1.532 -1.545 0.976  0.076
H9 0.124 0.850 -3.309  -0.261
H10 -2.717 1.009 -0.236  0.065
H11 -2.248 -0.175 1.835  0.076
C4 -2.584 -0.085 -0.301  -0.139

Properties
Total charge: -1
Orbital gap: 6.027 eV
ΔE to the lowest compared entry with this formula, charge and spin: 2.502 eV

4.
# C2HN3O2

One molecule with the formula C2HN3O2 (wB97M-V/def2-TZVPD, OMol25).

Last column: Löwdin charge in e.
Cartesian coordinates (Å):
C1 2.331 -2.002 0.585  -0.181
C2 0.861 -0.189 0.411  -0.085
O1 2.784 0.106 1.556  -0.114
O2 2.017 1.257 1.673  -0.182
H1 -0.881 0.386 -0.392  0.114
N1 2.694 -3.064 0.371  0.220
N2 1.950 -0.751 0.872  -0.055
N3 -0.320 -0.186 0.216  0.282

Properties
Orbital gap (spin up / spin down): 7.582 / 7.575 eV
ΔE to the lowest compared entry with this formula, charge and spin: 9.219 eV

5.
# CH3N4Si

A 2-piece molecular cluster, CH3N4Si overall (wB97M-V/def2-TZVPD, OMol25).

Last column: Löwdin charge in e.
Cartesian coordinates (Å):
H1 1.309 -1.850 2.180  -0.226
N1 0.479 1.101 -1.863  -0.131
N2 -0.947 1.610 -0.228  -0.133
N3 0.388 2.388 -1.708  -0.206
C1 -0.409 0.641 -0.968  -0.319
H2 -0.693 -3.012 2.130  -0.173
Si1 0.362 -2.297 1.175  0.546
H3 -0.054 -1.287 0.028  -0.172
N4 -0.434 2.705 -0.746  -0.187

Properties
Total charge: -1
Orbital gap (spin up / spin down): 7.000 / 7.792 eV
ΔE to the lowest compared entry with this formula, charge and spin: 5.119 eV

Number 1: E_tot -57442.66952 eV. Number 2: E_tot -12236.39268 eV. Number 3: E_tot -28043.38850 eV. Number 4: E_tot -10646.78136 eV. Number 5: E_tot -14918.58391 eV.